No. 1
{"formula": "CH3NS3", "method": "wB97M-V/def2-TZVPD", "symbols": ["C", "N", "S", "S", "S", "H", "H", "H"], "xyz": [[-0.406, -1.003, -0.798], [0.411, 0.274, 0.642], [-0.203, -0.572, -2.267], [0.968, 1.669, -0.225], [-0.803, 0.643, 1.700], [-0.391, -2.059, -0.340], [0.865, 1.204, -1.434], [-0.440, -0.156, 2.723]], "forces_ev_per_angstrom": [[2.557, -0.320, 2.301], [-0.034, -2.085, -2.959], [-0.572, -0.072, -0.630], [0.015, 0.579, 1.903], [-1.308, 0.538, 1.106], [-0.678, 1.947, -0.285], [-0.168, -0.620, -1.290], [0.189, 0.034, -0.145]], "lumo_energy_ev": [-1.225, -1.221], "e_tot_ha": -1289.0555, "total_charge": 0, "homo_ha": [-0.290, -0.290], "homo_lumo_gap_ev": [6.7, 6.7], "de_lowest_ev": 3.707}

No. 2
{"formula": "C9H14", "method": "wB97M-V/def2-TZVPD", "symbols": ["C", "C", "C", "C", "C", "C", "C", "H", "H", "H", "H", "H", "H", "H", "H", "C", "C", "H", "H", "H", "H", "H", "H"], "xyz": [[-0.273, 1.200, -1.987], [-0.543, -0.303, -1.514], [-0.053, -1.321, -2.287], [-0.147, -2.605, -1.942], [-0.463, -2.901, -0.634], [-0.977, -1.935, 0.215], [-1.145, -0.625, -0.302], [0.775, 1.507, -1.494], [-1.030, 1.713, -1.406], [-0.130, 1.463, -3.042], [0.348, -1.168, -3.235], [0.096, -3.360, -2.592], [-0.261, -3.893, -0.172], [-1.442, -1.978, 1.234], [-1.362, 0.339, 0.245], [1.397, 1.183, 2.501], [0.327, 2.252, 2.100], [2.216, 1.636, 2.913], [0.835, 0.736, 3.423], [1.604, 0.429, 1.772], [-0.516, 1.949, 1.677], [0.820, 2.880, 1.534], [-0.076, 2.802, 2.992]], "forces_ev_per_angstrom": [[2.073, -1.300, 2.915], [0.682, 1.801, -1.146], [-0.600, 0.788, -0.921], [-0.117, -0.546, 2.474], [-0.471, -1.551, 2.240], [-1.631, 2.334, 0.296], [1.608, 1.676, -0.064], [-2.198, -0.614, -0.903], [-0.100, 0.953, -0.607], [-0.756, -0.495, 0.260], [0.603, 0.839, -1.574], [0.844, -1.684, -1.430], [-0.459, 0.552, -0.780], [1.038, -1.038, -0.885], [-0.504, -1.718, 0.140], [-5.263, -0.900, 2.142], [1.851, -1.173, 5.092], [2.337, 1.135, 0.636], [1.452, -0.173, -1.533], [0.149, -0.303, -0.432], [-3.321, -1.956, -2.260], [1.938, 3.737, -3.197], [0.845, -0.363, -0.464]], "lumo_energy_ev": 1.006, "e_tot_ha": -351.2422, "total_charge": 0, "homo_ha": -0.332, "homo_lumo_gap_ev": 10.0, "de_lowest_ev": 2.394, "smiles": "Cc1ccccc1.CC"}